Record 1
{
  "formula": "C72H85N16O2PS2",
  "method": "ωB97M-V/def2-TZVPD",
  "elements": ["C", "C", "O", "N", "C", "C", "O", "C", "C", "C", "C", "C", "C", "N", "P", "S", "C", "C", "C", "C", "C", "C", "S", "H", "H", "H", "H", "H", "H", "H", "H", "H", "H", "H", "H", "H", "H", "H", "N", "C", "C", "C", "C", "H", "H", "H", "H", "H", "N", "C", "C", "C", "C", "H", "H", "H", "H", "H", "N", "C", "C", "C", "C", "H", "H", "H", "H", "H", "N", "C", "C", "C", "C", "H", "H", "H", "H", "H", "N", "C", "C", "C", "C", "H", "H", "H", "H", "H", "N", "C", "C", "C", "C", "H", "H", "H", "H", "H", "N", "C", "C", "C", "C", "H", "H", "H", "H", "H", "N", "C", "C", "C", "C", "H", "H", "H", "H", "H", "N", "C", "C", "C", "C", "H", "H", "H", "H", "H", "N", "C", "C", "C", "C", "H", "H", "H", "H", "H", "N", "C", "C", "C", "C", "H", "H", "H", "H", "H", "N", "C", "C", "C", "C", "H", "H", "H", "H", "H", "N", "C", "C", "C", "C", "H", "H", "H", "H", "H", "N", "C", "C", "C", "C", "H", "H", "H", "H", "H"],
  "xyz": [[6.029, -4.210, 1.225], [6.020, -2.825, 0.433], [6.224, -2.867, -0.815], [5.843, -1.477, 1.022], [7.190, -0.854, 1.076], [8.429, -1.662, 1.741], [7.437, 0.281, 0.591], [5.169, -1.506, 2.330], [5.810, -1.052, 3.682], [5.051, -1.055, 5.045], [3.578, -1.522, 5.069], [2.950, -1.977, 3.733], [3.673, -1.994, 2.353], [3.021, -2.404, 1.088], [2.103, -1.063, 0.375], [1.631, -1.441, -1.477], [2.141, -3.582, 1.243], [2.161, -4.668, 0.121], [1.207, -5.903, 0.240], [0.233, -6.131, 1.431], [0.207, -5.044, 2.557], [1.153, -3.833, 2.420], [1.161, -2.519, 3.755], [7.074, -4.675, 1.077], [5.302, -4.909, 0.662], [5.808, -4.133, 2.339], [9.341, -0.987, 1.834], [8.718, -2.588, 1.112], [8.180, -2.061, 2.786], [6.891, -0.661, 3.725], [5.548, -0.713, 6.010], [3.044, -1.521, 6.080], [2.921, 0.108, 0.538], [0.934, -0.895, 1.209], [2.849, -4.591, -0.788], [1.183, -6.706, -0.585], [-0.447, -7.056, 1.504], [-0.487, -5.209, 3.456], [1.330, 2.790, -1.887], [0.618, 1.642, -2.112], [-0.454, 1.959, -2.911], [-0.382, 3.349, -3.181], [0.731, 3.835, -2.538], [2.166, 2.856, -1.328], [0.934, 0.697, -1.684], [-1.205, 1.267, -3.263], [-1.068, 3.930, -3.781], [1.146, 4.830, -2.488], [-0.506, 3.475, -6.445], [-1.493, 3.438, -7.394], [-1.116, 4.258, -8.430], [0.148, 4.805, -8.096], [0.500, 4.301, -6.866], [-0.518, 2.971, -5.572], [-2.376, 2.835, -7.250], [-1.686, 4.442, -9.329], [0.735, 5.491, -8.689], [1.377, 4.460, -6.257], [-2.414, -3.043, 3.446], [-2.170, -3.406, 4.743], [-3.281, -3.093, 5.488], [-4.233, -2.525, 4.604], [-3.670, -2.511, 3.351], [-1.768, -3.152, 2.679], [-1.229, -3.853, 5.024], [-3.396, -3.255, 6.549], [-5.221, -2.168, 4.856], [-4.054, -2.167, 2.402], [-1.953, 6.313, -1.925], [-1.448, 6.666, -0.702], [-1.894, 7.931, -0.408], [-2.703, 8.356, -1.491], [-2.723, 7.336, -2.410], [-1.784, 5.436, -2.394], [-0.815, 5.988, -0.149], [-1.665, 8.489, 0.488], [-3.215, 9.302, -1.587], [-3.217, 7.250, -3.366], [-5.505, -5.872, -0.025], [-5.283, -5.110, 1.092], [-3.931, -4.888, 1.190], [-3.315, -5.534, 0.089], [-4.311, -6.129, -0.645], [-6.406, -6.191, -0.342], [-6.103, -4.795, 1.719], [-3.439, -4.323, 1.966], [-2.260, -5.559, -0.141], [-4.273, -6.714, -1.552], [-0.546, -4.982, -3.694], [-0.575, -5.911, -4.699], [-1.872, -6.343, -4.839], [-2.654, -5.645, -3.886], [-1.809, -4.810, -3.196], [0.278, -4.499, -3.370], [0.327, -6.185, -5.226], [-2.219, -7.079, -5.548], [-3.717, -5.741, -3.724], [-1.998, -4.111, -2.395], [7.755, -0.248, 8.524], [8.288, -1.004, 9.535], [9.554, -1.382, 9.159], [9.797, -0.829, 7.877], [8.670, -0.133, 7.511], [6.834, 0.159, 8.526], [7.721, -1.208, 10.430], [10.231, -1.988, 9.743], [10.696, -0.929, 7.287], [8.442, 0.433, 6.621], [0.320, -1.915, 7.145], [-0.323, -2.538, 8.181], [-0.634, -1.586, 9.120], [-0.167, -0.341, 8.630], [0.415, -0.574, 7.408], [0.669, -2.371, 6.317], [-0.501, -3.603, 8.160], [-1.143, -1.765, 10.056], [-0.249, 0.620, 9.118], [0.888, 0.096, 6.706], [13.413, 1.753, 5.423], [13.671, 1.395, 6.719], [12.568, 1.714, 7.473], [11.608, 2.279, 6.599], [12.156, 2.288, 5.339], [14.050, 1.639, 4.650], [14.614, 0.947, 6.993], [12.463, 1.556, 8.537], [10.624, 2.639, 6.862], [11.761, 2.629, 4.394], [-8.010, 5.717, -1.508], [-7.772, 6.477, -0.392], [-6.419, 6.692, -0.307], [-5.817, 6.043, -1.415], [-6.823, 5.452, -2.140], [-8.916, 5.402, -1.815], [-8.585, 6.796, 0.243], [-5.917, 7.255, 0.466], [-4.765, 6.013, -1.654], [-6.797, 4.867, -3.047], [-6.787, 6.316, 4.657], [-7.589, 5.755, 3.698], [-6.780, 5.110, 2.794], [-5.442, 5.283, 3.227], [-5.477, 6.029, 4.380], [-7.111, 6.855, 5.444], [-8.662, 5.865, 3.741], [-7.115, 4.573, 1.919], [-4.551, 4.904, 2.747], [-4.686, 6.379, 5.025], [-10.564, 6.396, -3.916], [-11.277, 5.248, -4.142], [-12.349, 5.566, -4.940], [-12.276, 6.955, -5.210], [-11.163, 7.440, -4.568], [-9.727, 6.461, -3.357], [-10.963, 4.308, -3.715], [-13.101, 4.875, -5.291], [-12.962, 7.535, -5.809], [-10.748, 8.435, -4.518], [2.195, 2.521, -9.202], [3.197, 3.141, -9.897], [4.217, 2.236, -10.073], [3.811, 1.023, -9.465], [2.559, 1.228, -8.938], [1.324, 2.950, -8.926], [3.100, 4.171, -10.206], [5.149, 2.426, -10.583], [4.373, 0.101, -9.418], [1.897, 0.567, -8.399], [-2.913, -9.351, -7.080], [-3.617, -10.502, -7.313], [-4.683, -10.191, -8.122], [-4.616, -8.801, -8.392], [-3.512, -8.310, -7.738], [-2.083, -9.281, -6.514], [-3.301, -11.440, -6.883], [-5.427, -10.886, -8.480], [-5.299, -8.224, -8.997], [-3.104, -7.312, -7.684]],
  "orbital_gap_ev": 7.035,
  "e_above_lowest_kcal_mol": 152.2
}

***

Record 2
{
  "formula": "C4H9NO",
  "method": "ωB97M-V/def2-TZVPD",
  "elements": ["C", "C", "N", "C", "C", "O", "H", "H", "H", "H", "H", "H", "H", "H", "H"],
  "xyz": [[1.836, 0.082, 0.055], [0.583, 0.245, -0.800], [-0.647, 0.126, -0.026], [-1.361, -1.130, -0.032], [-1.041, 1.179, 0.733], [-0.451, 2.241, 0.804], [2.733, 0.082, -0.572], [1.813, -0.859, 0.617], [1.907, 0.911, 0.764], [0.546, -0.513, -1.591], [0.585, 1.229, -1.278], [-0.730, -1.952, 0.330], [-1.708, -1.380, -1.042], [-2.235, -1.058, 0.622], [-1.977, 0.977, 1.291]],
  "orbital_gap_ev": 10.232,
  "smiles": "CCN(C)C=O",
  "e_above_lowest_kcal_mol": 15.0
}

***

Record 3
{
  "formula": "H6O3",
  "method": "ωB97M-V/def2-TZVPD",
  "elements": ["O", "H", "H", "O", "H", "H", "O", "H", "H"],
  "xyz": [[11.923, 19.595, 7.468], [11.803, 20.008, 8.324], [11.448, 20.162, 6.860], [12.551, 21.252, 10.948], [13.342, 21.469, 10.453], [12.738, 20.399, 11.338], [14.408, 17.052, 8.222], [13.997, 17.895, 8.411], [14.547, 16.654, 9.082]],
  "orbital_gap_ev": [3.385, 11.384],
  "charge": -1,
  "spin_multiplicity": 2,
  "s2": 0.75,
  "e_above_lowest_kcal_mol": 6.5
}